A cluster of 16 separate species, C78H204N16O23 in total. Source: the Open Molecules 2025 dataset; level of theory: ωB97M-V/def2-TZVPD.

Last column: Mulliken charge in e.
Element x y z (Å)
C 6.945644 -2.065922 1.146449  -0.873
O 6.333347 -0.991328 0.482943  0.035
C 6.513761 0.295348 0.953645  -0.368
C 5.837885 1.186878 -0.053254  0.200
N 5.651976 2.584660 0.321620  -0.400
C 4.535913 3.174903 -0.353624  0.731
C 4.386296 4.625626 0.144723  -1.037
O 3.533777 5.260078 -0.834668  0.390
C 3.062366 6.517625 -0.360157  -1.028
H 8.094785 -2.022607 1.125622  0.325
H 6.550097 -2.972296 0.699087  0.223
H 6.672612 -2.003317 2.278216  0.251
H 7.593626 0.604981 1.053440  0.258
H 6.027212 0.467912 1.923427  0.021
H 4.849776 0.590413 -0.251356  -0.198
H 6.360677 1.107537 -1.059776  0.064
H 5.496571 2.694224 1.315964  0.357
H 3.635411 2.619295 -0.167536  -0.204
H 4.718670 3.314108 -1.445188  -0.060
H 5.412296 5.072807 0.028849  0.285
H 4.082567 4.758700 1.187149  0.279
H 2.303446 6.929486 -1.068785  0.225
H 3.904001 7.322147 -0.335712  0.234
H 2.654805 6.488479 0.678291  0.325
C 2.424572 -2.952076 -6.171250  -0.893
O 1.282487 -3.259820 -5.451860  -0.240
C 0.056806 -2.567868 -5.789224  -1.435
C -0.426558 -1.529870 -4.751877  0.563
N -1.253025 -1.962200 -3.699256  0.748
C -0.614300 -2.777908 -2.721380  1.344
C -1.469922 -3.795380 -2.066961  -1.668
O -2.133058 -3.195102 -0.966875  0.765
C -3.064586 -4.107785 -0.376586  -0.013
H 2.607838 -1.845429 -6.157206  0.296
H 2.168102 -3.219302 -7.239940  0.427
H 3.294877 -3.489131 -5.824810  0.239
H -0.575577 -3.426089 -5.878552  0.291
H 0.123173 -2.103500 -6.773459  0.615
H -0.998353 -0.858315 -5.367200  -0.041
H 0.517517 -1.012171 -4.466623  0.071
H -1.629398 -1.123649 -3.192915  -0.408
H -0.140714 -2.195763 -1.911467  -1.154
H 0.175909 -3.304942 -3.229704  0.307
H -0.779268 -4.540785 -1.659067  0.578
H -2.176445 -4.197446 -2.865612  0.026
H -3.265394 -3.716401 0.675127  -0.487
H -2.547530 -5.054802 -0.312692  0.562
H -4.047654 -4.140909 -0.913549  -0.409
C -7.131080 -5.448802 -0.500124  -0.456
O -7.356358 -5.102346 -1.856426  -0.315
C -6.633214 -6.003231 -2.713986  -0.787
C -6.099454 -5.313452 -3.949806  -0.674
N -5.150656 -4.326543 -3.559080  0.762
C -4.416193 -3.698265 -4.637146  -1.135
C -5.175281 -2.721901 -5.561464  -1.051
O -5.762696 -1.755577 -4.733199  0.167
C -6.572827 -0.911853 -5.485102  -1.002
H -7.586694 -4.676036 0.147705  0.172
H -6.028597 -5.562995 -0.322091  0.113
H -7.556873 -6.493713 -0.253119  0.313
H -7.212946 -6.843504 -3.013453  0.413
H -5.779518 -6.303995 -2.082579  0.393
H -7.039353 -4.979342 -4.515790  0.263
H -5.619150 -6.016040 -4.633238  0.490
H -5.601632 -3.644862 -2.963341  -0.517
H -4.026935 -4.488273 -5.258623  0.993
H -3.643706 -3.053758 -4.206082  0.118
H -5.943362 -3.236182 -6.161832  0.406
H -4.358953 -2.299731 -6.217683  0.406
H -7.337991 -0.469218 -4.850948  0.355
H -7.078874 -1.416493 -6.347042  0.328
H -5.977865 -0.117203 -5.968446  0.133
C -1.208325 4.275494 -7.153854  -0.280
O -2.287487 3.475564 -6.788779  -0.301
C -2.040481 2.154948 -6.521769  -0.822
C -3.204211 1.592917 -5.681715  -0.368
N -3.195265 2.072804 -4.359434  0.476
C -4.522448 1.690300 -3.663646  1.349
C -5.612510 2.732085 -3.939823  -0.711
O -5.442371 3.716056 -2.925955  0.032
C -6.287432 4.828371 -2.970875  -1.076
H -0.365152 4.163074 -6.463840  -0.113
H -1.426002 5.380933 -7.099931  0.217
H -0.862522 4.015899 -8.175430  0.344
H -1.027652 2.058743 -6.084195  0.288
H -2.050714 1.709042 -7.546883  0.479
H -3.135714 0.495562 -5.737428  -0.177
H -4.187917 1.915104 -6.065957  0.572
H -2.366695 1.861556 -3.806290  -0.083
H -4.288612 1.701533 -2.623268  -0.207
H -4.858808 0.706652 -3.970995  -1.166
H -6.566963 2.124162 -3.967355  0.360
H -5.505769 3.237244 -4.910781  0.446
H -6.447688 5.115869 -1.933571  0.232
H -7.234959 4.615274 -3.441558  0.371
H -5.781003 5.568248 -3.485888  0.308
C 4.199846 3.561583 7.702051  -0.817
O 3.893531 2.211880 8.053813  -0.398
C 3.407812 1.446173 7.001459  -0.067
C 3.530091 0.004192 7.419665  -1.110
N 2.783787 -0.459705 8.577260  0.049
C 3.388453 -1.510722 9.362139  -0.552
C 2.452283 -2.330621 10.139139  -0.679
O 1.690572 -1.544396 11.026608  -0.300
C 0.378465 -2.055829 11.326280  -0.567
H 5.201031 3.555027 7.215516  0.283
H 4.238846 4.042507 8.646250  0.349
H 3.473565 4.142983 7.162544  0.271
H 3.948613 1.561355 6.066263  0.083
H 2.371514 1.630399 6.757245  0.265
H 4.520725 -0.167548 7.647617  0.762
H 3.261379 -0.502927 6.504893  0.225
H 2.786804 0.339112 9.199793  0.265
H 4.134067 -1.096068 10.126217  0.280
H 3.963539 -2.124385 8.680416  0.409
H 3.055265 -3.151202 10.685075  0.267
H 1.784490 -2.811280 9.526993  0.392
H 0.671006 -2.786264 12.169361  0.290
H -0.059892 -2.608629 10.482374  0.232
H -0.124958 -1.150270 11.688503  0.184
C 4.736616 -4.138996 5.842789  -0.486
O 4.980798 -3.719431 4.556918  -0.057
C 5.489606 -4.624784 3.654335  0.314
C 4.475433 -5.700371 3.341282  -1.478
N 3.064475 -5.315113 2.840009  -0.250
C 2.029954 -4.885670 3.780684  -0.450
C 0.842626 -4.496868 2.945934  -0.071
O 1.202215 -3.463055 2.163980  0.783
C 0.143188 -3.182462 1.225392  -0.224
H 5.701059 -4.362212 6.367089  0.335
H 4.061626 -4.998165 5.901596  0.384
H 4.251957 -3.344507 6.476517  -0.207
H 6.412243 -5.067732 4.081927  0.406
H 5.754211 -4.138239 2.726229  -0.360
H 4.313793 -6.311840 4.183976  0.550
H 4.859753 -6.253325 2.491848  0.477
H 3.200980 -4.662689 2.046725  0.063
H 2.274893 -4.060533 4.433408  -0.038
H 1.829218 -5.798443 4.356218  0.527
H 0.037158 -4.243207 3.718639  -0.391
H 0.583898 -5.473049 2.516827  0.295
H -0.745699 -2.946367 1.772409  -0.077
H 0.044510 -4.076575 0.531886  0.383
H 0.438681 -2.356019 0.590469  -0.253
C 5.431424 -1.463869 -10.356693  -0.637
O 6.433323 -0.944197 -9.422881  -0.340
C 7.382398 -1.897505 -8.967506  -0.507
C 7.828662 -1.408256 -7.576493  -0.768
N 6.705658 -1.475554 -6.602101  -0.271
C 7.232635 -1.204644 -5.272214  -1.012
C 6.147590 -0.769399 -4.316720  0.239
O 5.668911 0.455224 -4.855370  -0.412
C 4.373069 0.976615 -4.396488  -0.768
H 4.760667 -2.122044 -9.789599  0.245
H 5.928072 -2.020688 -11.185865  0.281
H 4.905080 -0.582256 -10.634019  0.242
H 8.241402 -2.058164 -9.659505  0.335
H 6.787683 -2.805451 -8.850609  0.341
H 8.219104 -0.351564 -7.627941  0.328
H 8.618287 -2.017129 -7.168990  0.450
H 5.967570 -0.832453 -6.845036  0.263
H 7.883144 -0.348298 -5.359280  0.410
H 7.736836 -2.143780 -4.991471  0.385
H 6.697396 -0.628961 -3.376137  0.105
H 5.435776 -1.585602 -4.285038  0.076
H 4.524626 2.003613 -4.430261  0.556
H 4.164589 0.660106 -3.416122  0.211
H 3.662688 0.615694 -5.075724  0.313
C 2.949531 -2.384283 -2.373778  -0.270
C 3.050990 -3.482327 -1.292871  1.890
C 3.969379 -4.566374 -1.836837  -1.399
O 3.512287 -5.307094 -2.944645  -0.333
C 2.351152 -6.048446 -2.774655  -0.432
N 3.676401 -2.921076 -0.123792  0.636
H 3.891668 -1.854608 -2.414628  0.640
H 2.116847 -1.710176 -2.039422  -0.426
H 2.458956 -2.675584 -3.333174  -0.493
H 2.117693 -4.022517 -0.973187  -0.178
H 4.136889 -5.141160 -0.909479  0.453
H 4.896357 -4.031697 -2.133307  0.245
H 2.070561 -6.554974 -3.657382  0.279
H 1.546873 -5.447096 -2.322302  -0.008
H 2.631741 -6.851144 -2.047535  0.329
H 3.043169 -2.563049 0.550391  -0.437
H 4.342769 -2.202307 -0.443953  -0.394
C -7.035469 -1.938316 -1.498021  -1.135
C -5.991041 -0.871922 -1.182250  0.196
C -5.765475 -0.773193 0.320678  -0.245
O -5.367122 -2.093256 0.765180  -0.150
C -5.186471 -2.026542 2.159772  -0.139
N -4.788930 -1.097012 -1.896777  2.078
H -6.626056 -2.806223 -1.006295  -0.156
H -7.124086 -2.135421 -2.570803  0.104
H -8.019948 -1.637806 -1.157064  0.621
H -6.406951 0.069056 -1.514460  0.215
H -6.687858 -0.441884 0.776965  0.979
H -4.897724 -0.123210 0.464436  -0.709
H -4.158623 -1.599108 2.446935  -0.319
H -5.308049 -3.059059 2.544004  0.344
H -5.967352 -1.379745 2.613578  0.445
H -4.230085 -1.834532 -1.463301  -0.836
H -4.912936 -1.251372 -2.895357  -0.904
C -0.051573 -1.391796 5.889471  -1.243
C -1.436574 -1.641741 6.384803  3.514
C -1.903338 -3.096323 6.305196  -1.574
O -1.760414 -3.784021 5.025224  -0.345
C -2.735602 -3.432000 4.097604  -0.823
N -1.555379 -1.281025 7.770694  -0.516
H 0.162729 -0.312274 5.860826  0.409
H 0.031251 -1.757815 4.856715  -0.281
H 0.788363 -1.800373 6.481768  0.363
H -2.118637 -1.031954 5.750086  -1.618
H -2.982332 -3.089037 6.598307  0.398
H -1.270163 -3.678664 7.002706  0.256
H -3.784740 -3.462677 4.472627  0.458
H -2.670679 -4.185253 3.348859  0.449
H -2.455209 -2.501123 3.596824  0.113
H -0.874634 -0.649468 8.161211  0.319
H -2.433490 -1.080233 8.191042  0.108
C 5.808899 6.114564 -3.326990  -1.276
C 5.016292 5.997741 -4.626788  0.356
C 3.539128 5.562843 -4.349145  -0.549
O 3.530494 4.197213 -3.978553  -0.218
C 2.286067 3.754854 -3.478230  0.328
N 4.910204 7.426261 -5.170560  -0.673
H 5.430727 6.884607 -2.677633  0.437
H 6.882189 6.447316 -3.488571  0.399
H 5.799805 5.141942 -2.863887  0.073
H 5.519216 5.271941 -5.269878  0.264
H 2.919535 5.645449 -5.273396  0.300
H 3.132733 6.209916 -3.572663  0.129
H 1.963234 4.335497 -2.586002  -0.006
H 2.473245 2.678444 -3.181891  -0.253
H 1.520668 3.880880 -4.303902  0.085
H 5.809611 7.918125 -5.207181  0.252
H 4.551503 7.349393 -6.149135  0.241
C -4.821519 2.836618 7.158402  -1.578
C -4.053611 1.680243 6.559702  0.709
C -4.869381 0.838141 5.640055  1.347
O -6.030220 0.170056 6.148856  -0.505
C -5.772937 -0.895057 7.086246  -0.334
N -2.916355 2.175597 5.773791  -0.184
H -5.751642 2.505814 7.716106  0.296
H -4.990027 3.497015 6.289830  0.241
H -4.211489 3.380020 7.846767  0.482
H -3.720461 1.060651 7.430740  -0.096
H -4.168017 0.114017 5.146962  -0.176
H -5.369131 1.456921 4.844985  -0.885
H -5.293850 -1.712068 6.518068  0.003
H -6.751400 -1.269148 7.437492  0.355
H -5.032081 -0.660769 7.965343  0.164
H -2.334032 1.464984 5.447880  -0.180
H -2.399425 2.875150 6.328109  0.272
C -0.216481 4.586099 -0.782255  0.270
C -1.514010 4.828585 -1.516168  0.206
C -1.252222 5.248053 -2.959166  -0.503
O -0.742252 6.540026 -2.977352  -0.431
C -0.418173 6.895846 -4.259082  -0.478
N -2.401981 3.638460 -1.660316  0.687
H 0.386450 5.483241 -0.869674  0.157
H 0.421894 3.847580 -1.241255  -0.622
H -0.445439 4.383740 0.236241  -0.157
H -2.020800 5.710365 -1.063604  0.303
H -2.148754 5.220635 -3.563699  0.637
H -0.539162 4.468957 -3.345424  -0.112
H 0.118490 7.795825 -4.147813  0.359
H -1.371553 6.985533 -4.795073  0.305
H 0.352006 6.263782 -4.780008  0.011
H -3.113730 3.800369 -2.353569  -0.399
H -2.874114 3.431591 -0.792203  -0.411
C -5.932301 2.829140 0.508065  -1.060
C -5.718311 2.958641 1.992928  1.912
C -4.794380 4.011610 2.469197  -0.886
O -3.568912 4.009515 1.748583  0.125
C -3.094839 5.348110 1.671601  -0.542
N -6.941116 3.178586 2.730967  -0.551
H -5.029293 2.341372 0.048017  -0.432
H -6.204883 3.742491 -0.066108  0.269
H -6.754557 2.159402 0.385055  0.676
H -5.325297 1.988596 2.311837  -0.584
H -4.591673 3.917006 3.576895  -0.223
H -5.363362 4.969623 2.321851  0.352
H -2.143151 5.317093 1.160355  -0.116
H -2.885401 5.754963 2.695856  0.278
H -3.728417 6.013371 1.070398  0.383
H -7.806311 3.346183 2.208541  0.203
H -7.117664 2.713072 3.618685  0.210
C 0.194465 0.336364 -0.626522  -0.703
C -1.312089 0.036798 -0.508891  0.974
C -1.845976 0.665601 0.733050  1.248
O -1.143702 0.116536 1.859668  0.750
C -1.918299 0.321278 3.014469  0.552
N -1.990460 0.548878 -1.666620  1.712
H 0.611358 -0.229373 -1.503466  -0.250
H 0.710557 0.037729 0.294317  -0.162
H 0.421337 1.393696 -0.867081  -0.289
H -1.451270 -1.019120 -0.516531  -0.230
H -2.922735 0.371876 0.838595  -0.392
H -1.681758 1.776283 0.643496  -0.581
H -3.007017 0.031619 2.855670  -0.608
H -1.943389 1.405191 3.324151  0.156
H -1.387695 -0.154164 3.883145  -1.044
H -1.884482 1.576970 -1.765674  -0.660
H -2.978688 0.237140 -1.637110  -0.876
C 1.034179 3.106954 2.359809  -1.012
C 1.957656 2.421630 3.349699  0.681
C 2.287039 1.017132 2.900128  0.656
O 3.304497 0.437475 3.655647  -0.735
C 3.545093 -0.952938 3.279714  0.080
N 3.198458 3.155618 3.452491  -0.382
H 0.030795 2.696151 2.308887  -0.292
H 1.410519 2.998251 1.328153  -0.227
H 1.034481 4.178769 2.490964  0.619
H 1.414839 2.381384 4.364479  -0.198
H 2.594375 0.953940 1.883675  0.375
H 1.381851 0.357913 2.984485  -0.275
H 2.623347 -1.549902 3.404522  0.106
H 4.248084 -1.411258 4.010946  0.322
H 3.995973 -1.071731 2.258126  -0.412
H 3.847565 2.567722 3.977068  0.122
H 3.193431 4.001821 4.001861  0.318

Cartesian forces (eV/Å) of the 3 atoms listed first:
0.98 0.92 2.40
-0.06 -0.90 -0.77
1.21 1.46 0.46

For the HOMO-LUMO gap, the calculation gives 8.645 eV. The value obtained for the largest force on an atom is 4.57 eV Å⁻¹. Its lowest unoccupied orbital energy is 0.423 eV. The value obtained for the total energy is -5700.18258 hartree.